Entry 1:
Formula: C30H59Br4MgN7O6P2Si2
Source: the Open Molecules 2025 dataset
Level of theory: the ωB97M-V functional and the def2-TZVPD basis

The HOMO energy comes out at -1.73 eV. As for the charge: -2. The value obtained for the strongest force on any atom is 1.11 eV/A. The spin multiplicity is 1.

Geometry as XYZ:
```
111
Properties=species:S:1:pos:R:3:forces:R:3
Mg 0.929020 -0.378435 0.345678 0.21 -0.14 0.07
Br 0.741075 -2.708436 6.869743 0.00 0.00 0.00
C 1.122275 -2.505974 5.020584 0.01 -0.01 -0.01
C 1.801169 -3.485988 4.329969 0.00 0.01 -0.01
Br 2.392086 -5.059184 5.213613 0.00 0.00 0.00
C 2.053304 -3.317812 2.957605 0.00 0.00 0.01
Br 2.967088 -4.635414 1.945387 0.00 0.00 0.00
C 1.644218 -2.184604 2.247737 -0.05 0.00 0.01
O 1.824110 -2.033854 0.984813 0.05 0.01 0.02
C 0.974610 -1.116374 2.987666 -0.08 0.00 -0.02
O 0.638192 -0.037275 2.340076 -0.02 0.01 -0.02
C 0.716552 -1.339640 4.337983 -0.01 0.00 0.02
Br -0.245820 0.021813 5.255928 0.00 -0.01 0.00
C -2.775435 -0.250698 2.477731 0.00 0.01 0.01
N -3.153282 -0.222582 1.068548 0.01 0.02 -0.03
C -4.568745 -0.029823 0.834508 0.00 -0.01 0.01
P -2.328872 -1.227555 0.019636 -0.01 -0.06 -0.04
O -0.980462 -1.457397 0.558193 0.06 0.06 -0.03
O -2.452216 -0.367418 -1.336675 0.08 -0.31 -0.07
P -1.202059 0.229199 -2.163195 0.04 1.10 0.13
O 0.125111 0.100405 -1.510037 -0.12 -0.21 0.06
N -1.212717 -0.041375 -3.779645 -0.02 -0.34 0.04
C -0.198071 -0.859963 -4.423884 0.03 0.09 -0.06
C -2.503816 -0.102801 -4.438177 0.00 -0.01 0.00
N -1.754897 1.815074 -2.174915 -0.06 -0.02 0.00
C -0.880458 2.778742 -2.832143 -0.01 0.00 -0.03
C -2.422672 2.433541 -1.032402 0.03 0.01 0.02
N -3.264951 -2.555407 -0.251936 -0.08 0.07 0.04
C -2.814293 -3.812027 0.333582 0.01 -0.02 0.00
C -4.028597 -2.708257 -1.480810 0.02 -0.02 -0.04
H -3.121441 0.673399 2.948931 0.00 0.00 0.00
H -1.692356 -0.304706 2.572271 0.00 0.00 0.00
H -3.226862 -1.096253 3.015166 0.00 0.00 0.00
H -4.898917 0.874384 1.352482 0.00 0.00 0.00
H -5.170749 -0.877978 1.189656 0.00 0.00 0.00
H -4.763452 0.106617 -0.230718 0.00 0.00 0.00
H 0.687557 -0.919086 -3.798832 0.00 -0.02 0.02
H 0.064965 -0.385437 -5.377101 0.01 0.01 0.01
H -0.563604 -1.869354 -4.596945 -0.01 -0.01 0.01
H -3.189262 0.613627 -3.986967 -0.01 0.00 0.00
H -2.928346 -1.112031 -4.368847 0.01 0.00 0.00
H -2.377921 0.152036 -5.494318 0.00 0.01 0.00
H -0.423751 2.341099 -3.717498 0.00 0.00 0.00
H -0.088588 3.122768 -2.156875 0.00 -0.01 0.00
H -1.473997 3.645493 -3.141553 0.00 0.00 0.00
H -2.876351 1.690667 -0.384876 -0.01 0.00 -0.02
H -3.208825 3.105065 -1.398906 0.01 0.01 0.00
H -1.720888 3.013259 -0.428764 0.01 -0.02 0.01
H -2.133615 -3.623350 1.161721 0.00 0.00 0.00
H -2.279919 -4.416523 -0.400565 0.01 0.01 0.00
H -3.679465 -4.372159 0.701931 0.00 0.00 0.00
H -4.500290 -1.766765 -1.760410 -0.01 0.00 0.01
H -4.817882 -3.445387 -1.306489 0.00 0.00 0.00
H -3.381201 -3.030031 -2.300357 0.01 0.00 0.01
C -0.680491 5.335511 3.160510 0.00 0.00 -0.01
C -0.651151 3.812768 3.288539 0.01 -0.01 0.01
C -1.820858 3.356643 4.154886 0.00 -0.01 0.00
C 0.677329 3.365573 3.899557 0.00 -0.01 -0.01
N -0.896512 3.232254 1.950319 0.02 0.04 0.01
N 0.219805 3.260376 1.049482 0.04 -0.09 0.12
H -0.513701 5.800519 4.135374 0.00 0.00 0.00
H -1.644029 5.665638 2.766726 0.00 0.00 0.00
H 0.107361 5.691452 2.492325 0.00 0.00 0.00
H -1.783806 3.836350 5.135387 0.00 0.00 0.00
H -1.784138 2.275917 4.304551 0.00 0.00 0.00
H -2.767337 3.613244 3.672277 0.00 0.00 0.00
H 0.722573 3.641412 4.956803 0.00 0.00 0.00
H 1.525119 3.831258 3.394948 0.00 0.00 0.00
H 0.792270 2.283226 3.820161 0.00 0.01 0.01
H -1.102687 2.243588 2.070968 -0.02 0.00 -0.02
H 0.995765 2.708378 1.417495 -0.01 0.00 0.03
H 0.563642 4.213172 1.010613 -0.07 0.02 -0.16
C 5.184853 0.782817 -1.610358 -0.01 0.01 -0.01
Si 3.306930 0.493276 -1.649593 0.02 -0.05 0.00
C 3.014202 -1.315693 -2.060610 -0.01 0.02 0.02
C 2.688631 1.484084 -3.146015 0.00 0.00 0.01
N 2.608842 0.821641 -0.127630 -0.07 0.12 -0.13
C 3.139568 1.801146 0.668443 0.04 -0.05 0.02
C 3.499928 3.083361 0.188287 0.00 0.00 -0.01
C 4.059400 4.050340 1.009992 0.00 0.00 0.01
C 4.283272 3.800141 2.358466 0.00 0.01 -0.01
C 3.925853 2.550048 2.860580 0.01 0.00 0.00
C 3.366658 1.580930 2.048915 -0.01 0.01 0.02
H 5.698848 -0.005408 -2.168739 0.00 0.01 -0.02
H 5.552006 0.764197 -0.581737 0.01 -0.02 0.00
H 5.467999 1.743115 -2.049168 0.00 0.01 0.02
H 3.406063 -1.560212 -3.053684 0.01 0.00 0.00
H 1.949725 -1.566984 -2.051165 0.01 -0.02 -0.01
H 3.498777 -1.958181 -1.321686 0.00 0.00 0.00
H 3.238460 1.193416 -4.048136 0.00 0.00 0.00
H 2.817470 2.561211 -3.006426 0.01 0.00 0.00
H 1.628155 1.290793 -3.311340 0.00 0.00 -0.02
H 3.313658 3.309925 -0.856184 0.00 0.00 0.00
H 4.320368 5.016664 0.588360 0.00 0.00 0.00
H 4.717500 4.556276 3.001726 0.00 0.00 0.00
H 4.081123 2.326777 3.911209 0.00 0.00 0.00
H 3.094157 0.616492 2.457561 0.00 0.00 -0.01
C 0.319793 -4.654250 -1.003194 0.02 0.00 -0.02
Si -0.459014 -3.860072 -2.537883 0.01 -0.06 0.06
C -1.762119 -5.100994 -3.209569 0.03 -0.03 0.01
C 0.883429 -3.988197 -3.890635 -0.01 -0.03 0.00
O -1.078788 -2.422568 -2.285978 -0.10 -0.17 -0.12
H 1.341157 -4.993234 -1.197470 0.00 0.00 0.00
H -0.241967 -5.520694 -0.638122 -0.01 0.01 0.01
H 0.385373 -3.920674 -0.195283 0.01 0.00 -0.01
H -1.271889 -5.994366 -3.612236 0.00 -0.01 0.01
H -2.333582 -4.638700 -4.022426 0.01 -0.01 -0.01
H -2.476597 -5.433563 -2.450472 -0.01 0.02 0.00
H 1.344722 -4.979147 -3.818103 0.00 0.00 -0.02
H 1.676606 -3.247858 -3.765674 -0.01 0.00 0.01
H 0.474990 -3.892967 -4.902237 0.00 0.04 0.00
```
Forces are in eV/Å.

Here are the Löwdin charges for atoms 1 to 99, given in e: 0.612, 0.619, -0.781, -0.778, 0.625, -0.636, 0.709, -0.430, -0.153, -0.427, -0.189, -0.612, 0.754, -0.102, -0.296, -0.133, 0.531, -0.240, -0.272, 0.546, -0.279, -0.293, -0.108, -0.104, -0.282, -0.118, -0.099, -0.274, -0.085, -0.107, 0.073, 0.041, 0.090, 0.082, 0.080, 0.069, 0.061, 0.088, 0.055, 0.075, 0.083, 0.079, 0.066, 0.082, 0.076, 0.048, 0.079, 0.050, 0.088, 0.048, 0.081, 0.068, 0.082, 0.054, -0.063, -0.633, -0.065, -0.060, -0.067, 0.047, 0.076, 0.074, 0.067, 0.079, 0.025, 0.077, 0.084, 0.062, 0.037, 0.094, 0.046, 0.066, -0.174, 0.381, -0.167, -0.176, -0.106, -0.412, -0.075, -0.131, -0.155, -0.126, -0.038, 0.014, 0.024, 0.013, 0.029, 0.006, 0.040, 0.021, 0.011, -0.015, 0.087, 0.084, 0.076, 0.097, 0.105, -0.174, 0.216

=====

Entry 2:
Formula: C30H59Cl36GaN3O2S2
Source: the Open Molecules 2025 dataset
Level of theory: the ωB97M-V functional and the def2-TZVPD basis

The HOMO energy comes out at -4.51 eV. As for the charge: -1. The value obtained for the strongest force on any atom is 1.62 eV/A. The spin multiplicity is 1.

Geometry as XYZ:
```
133
Properties=species:S:1:pos:R:3:forces:R:3
C 2.328125 -4.583570 1.520713 -0.08 0.00 -0.09
C 0.952593 -5.037443 1.118543 0.26 -0.06 -0.16
O 1.028852 -6.304540 0.471315 -0.09 -0.59 0.02
C 0.249847 -4.001114 0.260187 -0.13 0.57 0.57
N -0.821628 -3.326193 0.960965 0.29 0.41 -0.53
C -2.092496 -3.307487 0.266821 0.15 -0.70 0.99
C -3.183722 -2.730940 1.138772 -0.64 0.82 -0.71
O -3.285469 -1.343765 1.169905 0.48 0.09 0.37
Ga -2.001050 -0.489428 2.297474 0.27 -0.19 -0.15
C -0.531065 0.210145 1.069171 -0.59 -0.11 0.78
C 0.788992 0.437577 1.760515 0.01 0.04 -0.73
C 1.862689 0.834541 0.744776 -0.47 0.30 -0.07
S 2.214748 2.611546 0.887535 0.45 0.02 0.53
C 2.403917 3.152895 -0.764188 -0.15 -0.52 0.81
S 1.254691 3.106566 -1.857246 -0.45 0.05 -0.97
N 3.689822 3.691980 -0.991771 -0.82 1.08 -0.37
C 4.007929 5.028616 -0.951328 -1.17 -0.08 0.12
C 5.322244 5.080106 -1.135558 1.55 0.44 -0.15
N 5.839703 3.832701 -1.309025 1.19 0.08 -0.35
C 4.827322 3.033572 -1.225532 0.32 -0.78 0.24
H 2.737292 -5.240996 2.266603 0.34 -0.33 0.30
H 2.959768 -4.577181 0.646767 0.45 0.05 -0.32
H 2.281992 -3.582563 1.915724 0.03 0.45 0.24
H 0.404484 -5.219910 2.027743 -0.54 -0.10 0.25
H 1.299411 -6.161679 -0.437721 0.12 0.03 -0.21
H -0.103059 -4.430643 -0.671440 -0.24 -0.38 -0.23
H 0.994713 -3.258292 -0.007331 0.33 0.27 -0.39
H -0.926363 -3.643781 1.907979 -0.12 -0.01 0.21
H -2.020931 -2.789111 -0.674246 0.09 0.41 -0.35
H -2.386650 -4.343394 0.061716 -0.18 -0.32 -0.36
H -3.100256 -3.152031 2.136875 0.20 -0.29 0.44
H -4.116295 -3.118514 0.729806 -0.41 -0.19 -0.10
H -1.379111 -1.688815 3.201987 -0.11 0.10 0.19
H -2.660548 0.677456 3.190714 -0.15 0.09 -0.06
H -0.361638 -0.543160 0.318130 -0.16 -0.41 -0.53
H -0.893047 1.112220 0.592389 0.00 0.44 -0.31
H 0.718009 1.215254 2.501386 -0.05 0.15 0.63
H 1.105158 -0.484363 2.218765 0.14 -0.37 0.52
H 2.784860 0.284447 0.817390 0.56 -0.09 0.24
H 1.452632 0.679966 -0.235178 -0.10 -0.03 -0.58
H 3.301765 5.803024 -0.792709 -0.61 0.25 0.12
H 5.945983 5.946047 -1.135204 0.23 0.36 -0.05
H 4.873270 1.973531 -1.295921 -0.08 -0.59 -0.04
C -1.043730 5.221749 0.567278 -0.08 -0.17 0.05
Cl 0.488436 6.101547 0.700051 0.19 0.10 -0.06
Cl -1.445162 4.434506 2.094916 0.01 -0.04 -0.01
H -1.818800 5.929885 0.305659 -0.03 0.04 0.06
H -0.943697 4.457461 -0.195515 0.14 -0.01 0.00
C 4.535698 4.923947 -4.877553 0.08 -0.04 0.15
Cl 4.754063 6.604509 -5.402132 0.04 -0.30 0.11
Cl 3.108586 4.189247 -5.606000 -0.11 -0.04 -0.04
H 5.404961 4.351159 -5.174371 0.02 0.05 -0.05
H 4.424831 4.906688 -3.798521 -0.06 0.07 0.02
C 0.549704 7.786486 -2.525134 0.07 0.01 0.02
Cl 1.331378 6.632512 -3.615898 -0.08 0.03 0.06
Cl -1.170510 7.447385 -2.290962 -0.03 -0.04 -0.04
H 1.037157 7.732938 -1.559752 -0.03 -0.09 0.04
H 0.645292 8.777842 -2.945089 -0.04 0.03 -0.07
C -5.019492 4.587778 2.918818 0.20 -0.06 -0.16
Cl -5.022077 6.329279 2.596736 0.08 0.08 0.06
Cl -6.450891 3.817576 2.239090 -0.20 -0.13 0.04
H -4.148425 4.156685 2.442048 0.02 -0.01 -0.03
H -4.995165 4.420593 3.987238 -0.10 0.05 0.05
C 1.801354 10.601198 -5.386991 -0.01 -0.04 -0.07
Cl 2.808428 9.978109 -4.076944 0.03 0.07 0.12
Cl 0.440455 11.555529 -4.779331 0.00 -0.01 -0.02
H 2.414309 11.228944 -6.020897 0.03 0.05 0.03
H 1.411885 9.758757 -5.945237 -0.04 -0.05 0.03
C 6.188486 -2.379483 3.273206 0.03 0.11 0.00
Cl 6.159071 -2.813741 1.556908 -0.01 -0.01 0.01
Cl 4.735903 -1.506875 3.776091 0.11 -0.20 -0.04
H 6.266331 -3.288915 3.856645 -0.05 -0.05 -0.03
H 7.046066 -1.736994 3.450465 -0.28 -0.15 -0.24
C -5.236730 3.274082 -1.237943 -0.14 0.07 0.03
Cl -3.609059 3.325976 -0.567760 0.08 -0.02 0.09
Cl -5.400466 2.068086 -2.515120 -0.01 -0.06 -0.11
H -5.923402 3.025184 -0.439381 0.03 -0.06 0.03
H -5.469354 4.245278 -1.655629 0.03 0.03 -0.03
C -3.386629 -3.646821 -4.040107 -0.01 -0.10 0.02
Cl -1.738821 -3.001932 -3.981228 0.01 0.00 -0.02
Cl -3.997818 -4.064837 -2.441150 -0.10 -0.03 -0.06
H -4.033049 -2.898028 -4.475980 -0.02 0.13 0.03
H -3.378881 -4.540655 -4.650984 0.05 -0.05 0.01
C -6.517490 -5.376368 1.853920 -0.01 0.00 0.06
Cl -5.342410 -4.629817 2.935384 -0.13 -0.08 0.14
Cl -5.777528 -5.878228 0.326512 -0.02 -0.05 -0.08
H -6.926810 -6.254057 2.339277 0.04 -0.06 -0.01
H -7.294214 -4.649523 1.643433 0.16 -0.09 -0.06
C -10.018021 -3.457416 0.666907 0.02 0.09 0.01
Cl -8.823285 -2.712127 1.737676 -0.14 0.15 0.01
Cl -9.295892 -3.994553 -0.856464 -0.02 -0.03 0.00
H -10.439789 -4.319707 1.168632 0.03 -0.04 0.01
H -10.794237 -2.732971 0.447045 0.30 -0.04 0.05
C 5.862767 9.778205 -7.932934 0.03 -0.09 0.00
Cl 5.093614 10.928373 -9.038210 0.02 0.00 -0.01
Cl 4.885747 9.486946 -6.492679 0.10 0.30 -0.16
H 5.997621 8.838292 -8.453139 -0.06 -0.02 -0.03
H 6.817696 10.183788 -7.625177 0.00 0.07 0.02
C 9.195000 4.657945 -3.044101 -0.10 -0.02 0.11
Cl 8.219187 4.017700 -4.365877 0.01 -0.02 -0.10
Cl 10.846940 5.044237 -3.555668 -0.01 0.01 0.02
H 8.725706 5.562023 -2.679912 0.00 0.06 -0.04
H 9.237732 3.912272 -2.261661 0.01 -0.06 0.00
C 10.414249 -0.818752 4.799918 0.01 0.02 0.00
Cl 11.215910 -1.976198 3.733970 0.02 0.01 0.00
Cl 8.711922 -1.224152 5.061394 0.25 0.12 0.25
H 10.918735 -0.823706 5.757262 -0.01 -0.06 0.04
H 10.463890 0.162060 4.345433 -0.03 0.01 -0.06
C -0.976525 -8.320636 1.763774 0.01 0.07 0.05
Cl -1.968783 -6.931928 2.192314 -0.04 -0.01 -0.01
Cl -1.945620 -9.592002 0.963072 0.10 0.04 -0.08
H -0.194925 -7.991873 1.087855 -0.04 0.03 -0.05
H -0.551703 -8.742653 2.666049 -0.07 -0.07 0.05
C -2.540797 -11.842723 3.770088 0.02 0.03 -0.01
Cl -2.576649 -10.883646 5.254899 0.03 0.01 0.00
Cl -3.970126 -12.874464 3.608482 0.01 -0.02 -0.02
H -2.506658 -11.165012 2.926436 -0.07 0.00 0.03
H -1.663399 -12.476088 3.792391 0.00 -0.05 0.05
C 0.102570 -8.637436 -2.067359 -0.06 0.03 0.09
Cl 1.457960 -9.298312 -1.143184 -0.02 -0.05 0.00
Cl 0.604679 -7.293647 -3.101710 -0.02 0.03 0.00
H -0.307265 -9.422127 -2.689441 0.04 -0.02 -0.06
H -0.642857 -8.273565 -1.370485 0.02 0.06 0.03
C 2.746386 2.584572 4.959829 -0.03 0.08 -0.03
Cl 3.477415 1.374087 3.896890 -0.02 0.14 0.17
Cl 1.033574 2.281083 5.259498 0.01 0.00 -0.01
H 3.269509 2.562777 5.907257 0.01 -0.05 0.03
H 2.847919 3.554822 4.488684 -0.04 0.00 -0.08
C -13.934543 -2.076080 1.743025 0.01 0.01 0.05
Cl -12.705159 -1.402429 2.815488 0.00 -0.01 0.02
Cl -13.238595 -2.623770 0.210821 -0.34 0.00 -0.11
H -14.392952 -2.925794 2.231915 0.03 -0.05 0.01
H -14.670756 -1.311917 1.530871 0.02 0.06 -0.04
```
Forces are in eV/Å.

Here are the Löwdin charges for atoms 1 to 99, given in e: -0.047, -0.428, -0.096, -0.176, -0.058, -0.261, -0.423, -0.327, 0.326, -0.301, -0.392, -0.461, 0.863, -1.101, 0.768, -0.159, -0.089, -0.179, 0.069, -0.190, 0.075, 0.078, 0.077, 0.109, 0.053, 0.113, 0.108, 0.071, 0.084, 0.080, 0.048, 0.065, -0.058, -0.098, 0.035, 0.030, 0.034, 0.087, 0.061, 0.048, 0.098, 0.094, 0.132, -1.045, 0.522, 0.540, 0.002, -0.022, -1.024, 0.463, 0.505, -0.013, -0.003, -1.037, 0.495, 0.528, -0.016, -0.036, -1.026, 0.481, 0.524, -0.044, 0.030, -1.025, 0.504, 0.512, 0.007, 0.031, -1.057, 0.502, 0.493, 0.024, -0.077, -1.034, 0.560, 0.511, -0.020, 0.024, -1.020, 0.502, 0.552, 0.020, 0.017, -1.024, 0.559, 0.489, 0.022, -0.072, -1.048, 0.556, 0.515, 0.026, -0.069, -1.001, 0.498, 0.487, 0.028, 0.025, -1.033

=====

| no. | LUMO level (eV) | Kohn-Sham gap (eV) |
| --- | --- | --- |
| 1 | 4.0789 | 5.813 |
| 2 | 1.1816 | 5.695 |